1.
8 unconnected molecules or ions with the total composition C22H38Br2N3O8 in a non-equilibrium geometry. Source: the Open Molecules 2025 dataset; level of theory: ωB97M-V/def2-TZVPD.

Properties
HOMO energy   3.3 eV
Total charge   -3
Relative energy (zero: lowest compared OMol25 entry of this formula, charge and spin)   0.00 kcal per mole
Kohn-Sham gap   1.708 eV
LUMO energy   5.01 eV

Structure (XYZ):
```
73
Properties=species:S:1:pos:R:3:forces:R:3
N 1.256937 0.759165 0.783666 -0.245 0.464 1.639
H 2.277440 1.011071 0.795666 0.594 -0.196 -0.170
H 0.757017 1.666384 0.699724 0.387 0.212 -0.292
H 1.153426 0.391767 1.765288 -0.215 0.032 0.585
H 0.890193 0.041091 0.172594 0.502 0.129 -0.336
C -0.270844 -1.512787 5.235644 -1.725 -0.051 -0.796
C -0.247593 -0.786417 3.880924 1.782 0.672 -1.667
O 0.967315 -0.265080 3.545871 -0.609 -0.153 0.111
H -1.174047 -2.142482 5.139698 0.098 -0.346 0.450
H -0.497034 -0.814332 6.043030 0.596 0.006 0.196
H 0.604786 -2.140254 5.374740 0.167 0.187 0.128
H -1.066103 -0.031508 3.799894 -0.266 0.140 0.668
H -0.536891 -1.463078 3.036133 -0.361 -0.783 0.439
C 5.309136 0.295233 -0.170856 1.096 -0.361 -0.525
C 5.175773 0.858759 1.233988 -1.156 0.336 2.328
O 3.977354 1.351033 1.663338 0.340 -0.798 -1.909
H 6.357682 0.010803 -0.388398 0.250 0.363 0.183
H 5.044185 1.022399 -0.944733 -0.475 -0.200 -0.023
H 4.849707 -0.694481 -0.269712 -0.843 0.401 -0.120
H 5.977915 1.592666 1.482598 0.435 0.293 -0.743
H 5.480457 0.024920 1.919587 0.256 -0.540 -0.087
C 0.053075 3.430688 4.008357 0.115 0.390 -0.823
C 1.430939 4.144349 3.950613 1.157 -1.581 -0.066
O 2.439287 3.224066 3.806608 -0.735 0.788 0.950
H -0.074080 2.854540 4.925188 0.292 -0.315 -0.134
H 0.112837 2.817867 3.106401 -0.380 -0.493 0.347
H -0.837197 4.073057 3.913330 0.101 0.378 -0.021
H 1.520080 4.757549 4.875972 0.071 0.564 0.173
H 1.525007 4.761639 3.041344 -0.749 0.700 -0.019
C 0.172095 4.840545 -1.910215 -1.130 0.511 -0.317
C -0.127308 3.922490 -0.722417 2.289 -1.417 0.490
O 1.004409 3.542713 -0.034662 -1.434 0.479 -0.562
H 0.648252 5.777333 -1.609697 0.385 -0.208 0.002
H -0.780882 5.132920 -2.392603 -0.097 0.045 0.000
H 0.713505 4.301778 -2.689994 0.491 0.118 0.233
H -0.533813 3.004387 -1.217501 -0.814 -0.206 -0.209
H -0.933831 4.328167 -0.084461 -0.256 0.344 0.027
Br -1.051087 0.263587 -5.811184 0.624 -0.096 0.266
C 0.509312 0.073723 -4.583288 0.750 -0.209 0.161
C 0.681531 1.306634 -3.727355 -0.708 0.220 -0.789
Br 2.041337 0.975182 -2.425132 0.049 0.081 0.016
H 1.451361 -0.020372 -5.127872 -0.443 -0.136 -0.624
H 0.396273 -0.862441 -4.042525 -0.520 0.198 0.194
H -0.267024 1.640335 -3.310649 0.240 -0.120 0.562
H 1.024759 2.098492 -4.392931 0.084 0.131 0.228
C -5.660429 0.888160 -1.079852 0.211 0.916 0.946
C -4.482788 1.625187 -0.879087 -0.357 -0.960 -1.267
C -3.271771 1.006811 -1.172655 0.585 0.354 -0.576
C -3.223127 -0.335051 -1.579066 -1.093 -0.180 0.530
C -4.398595 -1.063655 -1.687874 -0.818 0.067 -0.430
C -5.617375 -0.438342 -1.430644 0.179 -0.326 -0.678
N -1.980768 -0.996089 -1.891591 0.676 0.918 0.125
O -0.958515 -0.379654 -1.607464 -0.163 -0.319 -0.260
O -1.993179 -2.102800 -2.429822 -0.202 -0.076 0.068
H -6.593004 1.422483 -0.932348 -0.140 -0.246 -0.086
H -4.611449 2.692499 -0.776132 0.572 0.054 0.417
H -2.363378 1.584251 -1.311223 0.095 0.064 0.635
H -4.452310 -2.046357 -2.134394 0.507 -0.132 0.277
H -6.532664 -0.955038 -1.695362 -0.011 -0.123 0.285
C -0.186806 -6.832521 -1.407686 0.891 -0.221 -0.424
C 0.964592 -6.085062 -1.721977 -1.532 0.552 0.054
C 0.987001 -4.736767 -1.362275 0.597 -0.255 0.023
C -0.053512 -4.196790 -0.615580 -0.379 -0.916 0.120
C -1.222509 -4.919509 -0.384641 1.019 0.003 0.606
C -1.276190 -6.236563 -0.809914 -0.564 0.290 0.129
N 0.073692 -2.892520 0.007974 -0.086 1.047 -0.455
O 0.990976 -2.178626 -0.369153 0.003 -0.397 0.168
O -0.794254 -2.556140 0.796876 0.099 -0.144 -0.148
H -0.154581 -7.899355 -1.601852 -0.329 0.038 -0.221
H 1.714922 -6.516975 -2.367709 0.324 -0.009 0.320
H 1.860747 -4.138480 -1.582627 -0.110 0.174 0.055
H -1.941794 -4.547722 0.330768 -0.249 0.332 -0.444
H -2.228581 -6.729475 -0.648699 0.288 -0.476 0.087
```
Positions in Å, forces in eV/Å.

Atom charges from the Mulliken analysis, given in e for atoms 1 to 5:
1 N 0.48
2 H 0.17
3 H 0.13
4 H 0.15
5 H 0.05

2.
C5H4N2 in the gas phase in a non-equilibrium geometry. Source: the Open Molecules 2025 dataset; level of theory: ωB97M-V/def2-TZVPD.

Properties
HOMO energy   -10.1 eV
Relative energy (zero: lowest compared OMol25 entry of this formula, charge and spin)   70.79 kcal per mole
Kohn-Sham gap   10.915 eV
LUMO energy   0.86 eV
SMILES string   C#C[C@H]1N[C@H]1C#N

Structure (XYZ):
```
11
Properties=species:S:1:pos:R:3:forces:R:3
C -0.480940 -2.287756 0.480540 0.095 0.403 -0.281
C -0.272409 -1.263452 -0.115576 -0.083 -0.423 0.267
C -0.161915 -0.040920 -0.877849 -0.110 -0.140 -0.323
N -1.013836 1.081095 -0.499280 -0.293 0.058 0.217
C 0.413594 1.210710 -0.283051 0.442 -0.233 -0.128
C 1.108649 1.055849 0.978018 0.745 -0.045 1.150
N 1.781004 0.908240 1.911846 -0.985 0.244 -1.082
H -0.678584 -3.205269 0.988839 0.094 0.149 -0.021
H -0.035762 -0.187277 -1.944749 -0.059 0.074 0.029
H -1.523740 0.856190 0.349043 0.084 0.030 0.069
H 0.878153 1.927649 -0.952740 0.070 -0.118 0.104
```
Positions in Å, forces in eV/Å.

Atom charges from the natural (NBO) analysis, given in e for atoms 1 to 5:
1 C -0.19
2 C -0.05
3 C -0.13
4 N -0.52
5 C -0.18

3.
7 unconnected molecules or ions with the total composition C24H49Br2F4NO8S in a non-equilibrium geometry. Source: the Open Molecules 2025 dataset; level of theory: ωB97M-V/def2-TZVPD.

Properties
HOMO energy   -8.9 eV
Kohn-Sham gap   8.864 eV
LUMO energy   -0.08 eV
SMILES string   Cc1ccccc1CN(CC[C@@](F)(Br)C(F)(F)Br)S(=O)(=O)F.CCO.CCO.CCO.CCO.CCO.CCO

Structure (XYZ):
```
89
Properties=species:S:1:pos:R:3:forces:R:3
C -4.857392 -0.338903 1.055952 -0.616 0.849 -0.577
C -4.906965 1.234707 0.975906 -0.301 0.958 -0.146
C -6.035127 1.776842 0.199390 1.105 2.085 0.670
C -6.259315 3.227600 0.052719 2.477 -1.758 1.664
C -5.296773 4.100320 0.727472 -0.229 -1.705 -0.227
C -4.166361 3.565538 1.498863 -1.326 -0.611 -0.700
C -3.925063 2.117280 1.655344 -2.335 0.839 -1.691
C -2.746163 1.552973 2.506813 -1.590 0.268 0.641
N -1.462428 1.377806 1.775578 0.854 0.986 -0.454
C -1.578362 0.507208 0.583673 0.419 -1.694 -0.510
C -0.156991 0.039223 0.015496 -0.387 -0.003 -0.165
C -0.023307 0.199369 -1.542745 0.323 0.056 0.307
F -0.681246 1.297157 -2.072572 0.317 -1.427 0.669
Br 1.903603 0.454566 -1.995134 -0.718 -0.176 0.255
C -0.495636 -1.098557 -2.304891 0.744 0.348 -1.448
F -0.334465 -0.860476 -3.665112 -0.240 -0.574 1.650
F 0.288765 -2.182214 -1.981054 -0.993 1.292 -0.285
Br -2.379200 -1.563410 -2.028114 0.709 0.235 0.117
S -0.692032 2.837844 1.451602 -0.715 3.956 -0.715
O -1.116542 3.902968 2.348743 0.853 -2.461 0.049
O -0.799658 3.258600 0.068413 0.852 -1.945 1.202
F 0.913966 2.621186 1.767937 -2.274 -0.498 -0.360
H -5.850294 -0.707451 1.445780 1.148 0.329 -0.162
H -4.794793 -0.722983 -0.004890 0.196 0.236 1.161
H -4.012894 -0.727447 1.670624 -0.868 0.205 -0.550
H -6.784293 1.106107 -0.283177 0.886 0.367 0.556
H -7.138342 3.610653 -0.513780 0.938 -0.294 0.556
H -5.472685 5.203814 0.628146 0.509 -1.178 0.305
H -3.520543 4.341012 1.985206 -0.470 -1.123 -0.460
H -2.639995 2.214741 3.406065 0.372 -0.589 -1.001
H -3.026486 0.539637 2.910388 0.418 0.991 -0.518
H -2.240299 0.900460 -0.228719 0.663 0.095 0.789
H -2.066062 -0.444141 0.943742 0.404 1.180 -0.213
H -0.020735 -1.060966 0.228823 -0.078 1.165 -0.201
H 0.699794 0.558395 0.509159 -0.857 -0.284 -0.447
C 4.587851 3.549839 -0.387596 -0.006 0.072 0.105
C 5.678327 2.564843 -0.760398 -0.245 0.263 -0.211
O 5.259581 1.762733 -1.864449 0.031 -0.292 -0.143
H 3.667263 3.022317 -0.127531 0.076 -0.015 0.050
H 4.891877 4.165966 0.460040 -0.038 -0.027 -0.026
H 4.353353 4.204184 -1.232419 0.072 0.034 0.028
H 5.894038 1.900676 0.075445 -0.013 -0.051 -0.151
H 6.601310 3.086963 -1.033677 0.044 0.030 0.157
H 5.078199 2.355364 -2.603617 0.010 -0.084 0.102
C -2.028884 -4.388974 -4.515445 0.000 -0.055 -0.089
C -0.940807 -5.236507 -3.879759 -0.112 0.420 -0.029
O 0.328688 -4.943229 -4.459525 0.233 -0.166 0.101
H -2.078043 -4.567036 -5.591727 -0.001 -0.094 0.068
H -3.003120 -4.615017 -4.076421 0.015 0.068 -0.007
H -1.819275 -3.325559 -4.377489 -0.057 -0.041 0.065
H -1.141462 -6.296799 -4.036535 0.195 0.033 -0.015
H -0.884498 -5.051021 -2.802117 -0.175 -0.117 0.029
H 0.508346 -4.006307 -4.310057 -0.014 -0.105 -0.057
C -9.413989 3.087190 2.942353 -0.129 -0.039 -0.033
C -8.330643 2.207018 3.536561 0.127 0.463 -0.030
O -7.078292 2.474721 2.916951 -0.104 -0.211 0.295
H -9.496987 2.917697 1.866616 -0.005 -0.071 0.062
H -10.381526 2.884439 3.406768 0.007 0.067 -0.025
H -9.172623 4.144457 3.081800 -0.046 -0.030 0.096
H -8.564250 1.153202 3.376600 0.161 0.024 -0.030
H -8.236021 2.380434 4.613869 -0.192 -0.118 0.051
H -6.870309 3.404680 3.067709 0.056 -0.132 -0.105
C 1.189787 -5.077526 -0.647536 -0.058 0.075 0.152
C 2.279937 -6.057791 -1.031876 -0.196 0.136 -0.419
O 1.858614 -6.857767 -2.131721 0.039 -0.097 0.040
H 0.272721 -5.608702 -0.381758 0.084 -0.036 0.048
H 1.498144 -4.460604 0.200038 -0.032 0.039 -0.039
H 0.948546 -4.423651 -1.488301 0.122 0.016 0.055
H 2.506480 -6.725021 -0.199169 -0.004 -0.084 -0.141
H 3.197784 -5.529677 -1.310660 0.043 0.061 0.202
H 1.667317 -6.263655 -2.871494 -0.029 -0.090 0.019
C 7.785414 1.094480 2.937698 0.096 -0.011 -0.027
C 7.040349 2.370303 3.281514 -0.154 -0.408 0.017
O 5.848274 2.473229 2.508443 -0.043 0.167 -0.034
H 8.038502 1.073535 1.875474 0.033 0.063 0.057
H 8.704874 1.009580 3.520641 -0.030 -0.056 -0.019
H 7.162789 0.217651 3.135075 0.054 0.018 0.090
H 7.656664 3.243173 3.062862 -0.179 0.036 -0.059
H 6.774826 2.391586 4.343346 0.177 0.056 0.050
H 5.302110 1.704295 2.711703 0.045 0.121 -0.027
C 5.638212 -1.777188 -2.425564 -0.098 0.061 -0.097
C 6.247848 -1.412343 -1.086592 0.128 -0.285 -0.238
O 6.393517 -2.573736 -0.271631 -0.032 -0.011 0.220
H 4.661677 -2.246756 -2.286273 0.013 0.087 0.044
H 5.517692 -0.891394 -3.051978 0.012 -0.035 0.016
H 6.267326 -2.499230 -2.954249 0.051 0.084 -0.016
H 5.606667 -0.708949 -0.554646 0.055 -0.106 0.069
H 7.231537 -0.950551 -1.219702 -0.086 0.187 -0.058
H 6.968609 -3.189024 -0.741246 -0.092 0.069 0.077
```
Positions in Å, forces in eV/Å.

Atom charges from the Mulliken analysis, given in e for atoms 1 to 5:
1 C -1.57
2 C 1.29
3 C -0.64
4 C -0.40
5 C -0.80

4.
13 unconnected molecules or ions with the total composition H27O13 in a non-equilibrium geometry. Source: the Open Molecules 2025 dataset; level of theory: ωB97M-V/def2-TZVPD.

Properties
HOMO energy   -13.4 eV
Total charge   +1
Relative energy (zero: lowest compared OMol25 entry of this formula, charge and spin)   33.36 kcal per mole
Kohn-Sham gap   10.584 eV
LUMO energy   -2.86 eV

Structure (XYZ):
```
40
Properties=species:S:1:pos:R:3:forces:R:3
O -2.922686 -0.204516 -2.966462 0.006 -0.123 -1.361
H -2.080369 -0.544061 -3.292575 0.441 -0.125 0.640
H -3.188167 0.304200 -3.752210 -0.404 -0.050 0.397
O -0.278394 2.343899 2.010419 -1.034 0.275 0.098
H -0.284390 1.746159 2.766929 0.288 -0.236 0.213
H -1.871334 0.612132 1.438650 0.416 0.431 -0.025
O -3.903721 1.209838 -1.016111 0.285 -2.188 -0.910
H 3.063610 -1.734987 0.959584 -0.266 0.116 0.673
O 3.170689 1.016305 -1.014322 0.682 -0.397 0.162
H -0.243845 -1.348952 3.110743 -0.210 0.339 -0.120
H 3.056114 0.261162 -0.407661 -0.349 0.356 -0.104
O -0.171821 1.781317 -2.734782 0.490 1.628 -0.447
H 0.130787 2.705806 -2.931493 -0.495 -1.128 0.354
H 0.588654 1.256753 -3.007273 0.045 0.073 -0.077
O 1.574002 -1.797286 3.323523 -0.235 -0.002 0.148
H 1.940255 -0.950964 3.643847 0.078 -0.309 -0.385
H 2.272276 -2.352641 2.967547 0.045 0.106 0.353
O 2.912673 -1.282806 -2.334762 0.475 -0.271 -0.292
H 2.290807 -1.983395 -2.157669 -0.165 -0.624 0.096
H 3.667916 -1.523836 -1.772188 -0.382 0.095 -0.319
O 2.366709 -1.289920 0.479651 0.393 -0.028 -1.550
H 1.679145 -0.928592 1.026781 -0.129 -0.289 1.096
H -2.263434 -0.540347 0.195355 -0.329 -0.097 1.924
O -0.801063 -0.582853 2.860389 -0.925 -0.137 -0.236
H -2.560551 -1.665631 -1.118211 -0.194 -0.881 0.837
H -1.743546 -0.858603 2.847099 1.057 -0.150 0.331
O -0.115323 -0.595806 -1.792538 -0.382 0.650 1.089
H -0.109509 0.248667 -1.255378 0.232 -1.010 -1.204
H 0.773611 -0.694918 -2.150902 0.328 0.074 0.298
O -2.622310 0.225144 0.965295 -0.987 0.289 -2.177
H 3.827440 0.624153 -1.618538 -0.489 0.733 0.046
H -3.209779 0.909754 0.371310 0.977 -1.001 0.420
O 2.006920 0.924026 3.057663 -0.200 -0.350 -0.169
H 2.801399 1.431600 3.198560 0.432 0.379 0.169
H 1.800663 1.065686 2.125043 -0.040 0.197 0.125
O -1.981815 -1.818717 -0.326010 -0.089 1.814 -2.173
H -1.155123 -1.547590 -0.831346 0.274 -0.576 0.694
H -0.894335 3.048717 2.290706 0.550 -0.265 -0.321
H -3.684199 0.444116 -1.751808 -0.263 2.886 1.947
H -3.837964 2.087005 -1.406853 0.076 -0.203 -0.242
```
Positions in Å, forces in eV/Å.

Atom charges from the natural (NBO) analysis, given in e for atoms 1 to 5:
1 O -0.97
2 H 0.52
3 H 0.51
4 O -0.97
5 H 0.50

Total energy (eV)
-184348.1728 -8226.4238 -205339.2036 -27049.6271